# C4H5NO

An isolated molecule of C4H5NO (the ωB97M-V functional and the def2-TZVPD basis, the Open Molecules 2025 dataset).

Each line ends with the natural charge from an NBO analysis.
Element x y z (Å)
N: 1.7641 -0.1759 -0.3571  -0.80
C: 0.4482 -0.1196 0.0850  0.08
C: -0.6507 -1.0367 -0.1758  -0.28
C: -1.7563 -0.2004 0.0004  0.08
O: -1.4338 0.7421 0.9373  -0.49
C: -0.1418 0.9955 0.6065  0.01
H: 2.3081 0.5294 0.1193  0.38
H: 2.2133 -1.0788 -0.3408  0.38
H: -0.6261 -2.0850 -0.4846  0.23
H: -2.0056 0.4870 -0.8321  0.19
H: -0.0600 2.0417 0.3558  0.20

Cartesian forces (eV/Å) of the 2 atoms listed first:
N 0.02 0.09 0.22
C -0.26 -0.85 -0.25

Computed properties:
Total charge ... 0
Lowest unoccupied orbital energy (alpha / beta) ... -0.20 / 0.31 eV

# C4H9NOS

An isolated molecule of C4H9NOS (the ωB97M-V functional and the def2-TZVPD basis, the Open Molecules 2025 dataset).

Each line ends with the natural charge from an NBO analysis.
Element x y z (Å)
O: -1.8841 2.0249 1.2693  -0.55
C: -1.6718 1.6440 0.1700  0.55
N: -0.4403 1.1856 -0.4623  -0.68
C: -0.6282 0.2402 -1.5369  -0.21
C: 0.4018 -1.0238 -1.4224  -0.42
C: 0.4565 -1.6280 -0.0701  -0.52
S: 1.7523 -0.9323 1.0095  -0.05
H: -2.5701 1.2747 -0.4120  0.08
H: 0.3430 1.7103 -0.1779  0.41
H: -0.4295 0.6567 -2.5390  0.20
H: -1.6476 -0.2955 -1.4142  0.21
H: 1.4973 -0.6884 -1.6238  0.20
H: 0.0816 -1.8854 -2.1104  0.23
H: 0.6598 -2.7356 0.0381  0.23
H: -0.5196 -1.4095 0.2718  0.21
H: 1.3536 -1.6038 2.0537  0.12

Cartesian forces (eV/Å) of the 2 atoms listed first:
O 0.95 1.51 1.20
C 0.11 -3.40 -2.06

Computed properties:
Total charge ... 0
Lowest unoccupied orbital energy ... 0.83 eV

# C5H7NO2

An isolated molecule of C5H7NO2 (the ωB97M-V functional and the def2-TZVPD basis, the Open Molecules 2025 dataset).

Each line ends with the natural charge from an NBO analysis.
Element x y z (Å)
C: -0.4159 -1.1262 -1.4082  -0.59
C: -0.0628 -0.9379 0.0214  -0.35
C: -1.1554 -0.7714 1.0764  -0.58
C: 0.7049 0.2309 0.1609  0.13
C: 1.0906 1.4060 0.0771  0.03
N: 1.6469 2.6244 0.0998  0.47
O: 1.0288 3.3824 0.8301  -0.35
O: 2.6813 2.8227 -0.4970  -0.34
H: -0.9824 -2.1123 -1.3941  0.22
H: 0.4774 -1.2707 -2.0533  0.24
H: -1.0981 -0.2610 -1.5866  0.23
H: 0.5059 -1.6432 0.5458  0.24
H: -2.0239 -1.5411 0.9265  0.21
H: -0.7716 -1.0065 2.0788  0.22
H: -1.6258 0.2040 1.1222  0.22

Cartesian forces (eV/Å) of the 2 atoms listed first:
C -1.38 -1.79 0.03
C -0.13 0.49 2.17

Computed properties:
Total charge ... 0
Lowest unoccupied orbital energy ... -0.66 eV